{
  "formula": "C30H31AsBF4N2O3PPdS",
  "method": "ωB97M-V with the def2-TZVPD basis set",
  "homo_ev": -0.93,
  "total_charge": -2,
  "molar_mass_g_mol": 798.78,
  "multiplicity": 1,
  "species": ["Pd", "C", "S", "O", "O", "O", "H", "H", "H", "C", "C", "As", "C", "C", "C", "C", "C", "C", "C", "C", "C", "C", "C", "C", "P", "C", "C", "C", "C", "C", "C", "C", "C", "C", "C", "C", "C", "H", "H", "H", "H", "H", "H", "H", "H", "H", "H", "H", "H", "H", "H", "H", "H", "H", "H", "H", "H", "H", "H", "H", "H", "N", "C", "C", "C", "N", "H", "H", "H", "H", "F", "B", "F", "F", "F"],
  "xyz": [[0.4978, 0.2104, -3.1132], [1.2028, 1.6009, -5.4834], [2.6796, 1.0401, -4.6446], [3.7690, 1.4547, -5.5235], [2.7475, 1.7309, -3.3396], [2.5295, -0.4176, -4.5336], [1.1456, 2.6830, -5.3760], [0.2806, 1.1255, -5.1085], [1.3399, 1.3241, -6.5273], [0.8511, -0.1281, 0.9664], [-0.5053, 0.3632, 1.4952], [-1.1466, -0.7005, 3.0125], [-2.2615, 0.6799, 3.8449], [-2.9941, 1.5596, 3.0511], [-3.8174, 2.5191, 3.6289], [-3.9210, 2.6103, 5.0083], [-3.2056, 1.7276, 5.8093], [-2.3887, 0.7658, 5.2298], [0.4436, -0.4649, 4.1381], [0.9043, 0.7815, 4.5546], [2.0755, 0.8921, 5.2896], [2.8044, -0.2478, 5.6152], [2.3524, -1.4924, 5.2106], [1.1731, -1.5981, 4.4776], [0.7415, -0.4969, -0.8683], [-0.6165, -1.7575, -0.7911], [-1.6495, -1.6602, -1.7209], [-2.6497, -2.6265, -1.7831], [-2.6376, -3.6881, -0.8893], [-1.6207, -3.7902, 0.0567], [-0.6151, -2.8358, 0.0950], [2.1712, -1.6732, -0.9806], [2.1748, -2.6659, -1.9607], [3.2475, -3.5278, -2.0974], [4.3584, -3.4136, -1.2650], [4.3822, -2.4189, -0.3019], [3.2958, -1.5576, -0.1644], [1.2400, -0.9918, 1.5130], [1.5871, 0.6689, 1.0864], [-1.2720, 0.2932, 0.7186], [-0.4663, 1.4044, 1.8177], [-2.9234, 1.5051, 1.9716], [-4.3750, 3.1966, 2.9943], [-4.5542, 3.3650, 5.4583], [-3.2813, 1.7903, 6.8885], [-1.8359, 0.0821, 5.8652], [0.3431, 1.6752, 4.3034], [2.4260, 1.8685, 5.6012], [3.7284, -0.1601, 6.1736], [2.9181, -2.3837, 5.4532], [0.8232, -2.5738, 4.1598], [-1.6582, -0.8331, -2.4261], [-3.4088, -2.5450, -2.5521], [-3.4114, -4.4463, -0.9365], [-1.6036, -4.6228, 0.7513], [0.2002, -2.9486, 0.8042], [1.3371, -2.7336, -2.6452], [3.2301, -4.2752, -2.8817], [5.2047, -4.0798, -1.3861], [5.2465, -2.3022, 0.3421], [3.3451, -0.7748, 0.5819], [0.5354, 3.3021, -2.5143], [0.3483, 4.6304, -2.4394], [-0.9960, 4.8593, -2.6493], [-1.5355, 3.5700, -2.8693], [-0.5969, 2.6416, -2.7856], [1.4070, 2.7629, -2.5953], [1.1689, 5.3028, -2.2520], [-1.5074, 5.8072, -2.6480], [-2.5485, 3.2741, -3.0966], [-3.9782, 0.3453, -4.0510], [-3.2465, -0.4447, -4.9713], [-3.4443, 0.0401, -6.2765], [-3.7040, -1.7837, -4.8865], [-1.8803, -0.3931, -4.6330]],
  "lowdin_charge": [0.190, -0.178, 0.348, -0.398, -0.441, -0.400, 0.053, 0.028, 0.055, -0.432, -0.445, 1.299, -0.422, -0.111, -0.093, -0.113, -0.106, -0.134, -0.420, -0.109, -0.092, -0.107, -0.099, -0.132, 0.993, -0.376, -0.084, -0.058, -0.106, -0.115, -0.133, -0.347, -0.098, -0.091, -0.121, -0.113, -0.106, 0.042, 0.070, 0.047, 0.063, 0.100, 0.100, 0.091, 0.092, 0.097, 0.105, 0.096, 0.093, 0.095, 0.089, 0.070, 0.099, 0.088, 0.086, 0.093, 0.107, 0.096, 0.085, 0.087, 0.086, -0.022, -0.141, -0.110, -0.169, 0.014, 0.084, 0.099, 0.067, 0.098, 0.062, -1.252, 0.076, 0.062, 0.066]
}


{
  "formula": "C30H31BClFO2S",
  "method": "ωB97M-V with the def2-TZVPD basis set",
  "smiles": "CC1(C)OB([C@H](c2ccccc2)c2cccc(F)c2)OC1(C)C.Cc1ccc(-c2ccc(Cl)cc2)s1",
  "homo_ev": -7.69,
  "molar_mass_g_mol": 520.91,
  "multiplicity": 1,
  "species": ["C", "C", "C", "C", "C", "B", "C", "C", "C", "C", "Cl", "C", "C", "O", "C", "C", "C", "C", "C", "C", "O", "S", "H", "H", "H", "H", "H", "H", "H", "H", "H", "H", "H", "H", "H", "H", "H", "H", "H", "H", "H", "H", "H", "F", "C", "C", "C", "C", "C", "C", "C", "C", "C", "C", "C", "C", "C", "H", "H", "H", "H", "H", "H", "H", "H", "H", "H"],
  "xyz": [[1.2918, -4.5076, -4.0916], [1.3166, -3.2380, -3.3291], [2.3875, -2.4202, -3.0496], [2.0099, -1.1020, -2.6488], [0.6100, -0.9321, -2.7034], [-0.0535, 0.1764, 0.7527], [-0.1060, 0.2866, -2.8551], [0.6393, 1.4565, -3.1841], [0.0014, 2.5002, -3.8582], [-1.3700, 2.3934, -4.1202], [-2.0794, 3.3884, -5.3121], [-2.1600, 1.3940, -3.5138], [-1.5153, 0.3017, -2.9308], [-0.3578, -1.1660, 0.7070], [0.7215, -1.7778, 1.4255], [0.1115, -2.3645, 2.7152], [1.1372, -2.9186, 0.5271], [1.7934, -0.6062, 1.5936], [1.9345, -0.0676, 3.0312], [3.1476, -0.9083, 0.9730], [1.2608, 0.4931, 0.8031], [-0.1892, -2.4663, -2.9047], [2.3011, -4.8708, -4.3373], [0.7519, -5.3055, -3.5587], [0.7454, -4.3293, -5.0321], [3.4156, -2.7854, -3.1683], [2.6739, -0.2778, -2.4148], [1.7161, 1.5131, -2.9594], [0.5480, 3.3883, -4.1919], [-3.2444, 1.4539, -3.5966], [-2.0876, -0.5511, -2.5562], [0.8836, -2.9501, 3.2510], [-0.3273, -1.6024, 3.3936], [-0.7293, -3.0409, 2.4596], [1.9027, -3.5544, 1.0009], [0.2516, -3.5232, 0.2887], [1.4737, -2.5167, -0.4408], [2.3620, -0.8533, 3.6853], [2.5914, 0.8280, 3.0310], [0.9665, 0.2619, 3.4584], [3.6542, -1.7253, 1.5202], [3.0177, -1.1662, -0.0964], [3.7800, -0.0065, 1.0125], [-2.4831, 0.1341, 5.2423], [-2.7943, 0.0298, 3.9029], [-3.9107, -0.7046, 3.5118], [-4.1655, -0.8513, 2.1477], [-3.3389, -0.2306, 1.2138], [-2.2143, 0.5197, 1.5984], [-1.2530, 1.1231, 0.5872], [-0.7377, 2.5315, 0.8397], [-0.1651, 3.1782, -0.2619], [0.5174, 4.3957, -0.1563], [0.7335, 4.9533, 1.1174], [0.0944, 4.3752, 2.2231], [-0.7116, 3.2289, 2.0625], [-1.9259, 0.6080, 2.9695], [-4.5539, -1.1408, 4.2622], [-4.9983, -1.4665, 1.8110], [-3.5733, -0.3009, 0.1399], [-1.6017, 0.9652, -0.4343], [-0.2692, 2.7352, -1.2500], [0.9190, 4.9068, -1.0466], [1.3705, 5.8429, 1.2498], [0.2404, 4.7908, 3.2246], [-1.2788, 2.8947, 2.9187], [-1.0786, 1.1798, 3.3513]],
  "lowdin_charge": [-0.116, -0.578, -0.132, -0.108, -0.474, -0.712, -0.261, -0.022, -0.108, -0.696, 0.693, -0.086, -0.064, 0.134, -0.435, 0.002, -0.021, -0.416, 0.006, -0.006, 0.177, 1.099, 0.085, 0.079, 0.081, 0.118, 0.107, 0.124, 0.114, 0.109, 0.104, 0.097, 0.081, 0.103, 0.102, 0.098, 0.056, 0.100, 0.104, 0.082, 0.102, 0.073, 0.099, 0.032, -0.233, -0.019, -0.067, -0.023, -0.150, -0.060, -0.148, -0.030, -0.071, -0.099, -0.076, -0.028, 0.013, 0.112, 0.107, 0.120, 0.133, 0.087, 0.105, 0.101, 0.102, 0.089, 0.107]
}


{
  "formula": "C30H31BN6O7Tc",
  "method": "ωB97M-V with the def2-TZVPD basis set",
  "homo_ev": [-6.47, -6.10],
  "molar_mass_g_mol": 696.43,
  "multiplicity": 2,
  "species": ["Tc", "O", "C", "C", "C", "C", "C", "C", "C", "N", "N", "C", "O", "C", "C", "C", "C", "C", "C", "H", "H", "H", "H", "H", "H", "H", "H", "H", "H", "N", "C", "C", "C", "C", "C", "N", "C", "C", "C", "C", "C", "N", "H", "H", "H", "H", "H", "H", "H", "H", "H", "C", "C", "C", "O", "B", "O", "C", "C", "C", "H", "H", "H", "H", "H", "H", "H", "H", "H", "H", "H", "H", "O", "N", "O", "O"],
  "xyz": [[1.3570, -0.7880, 0.8797], [2.8923, -1.9234, 0.3246], [2.8681, -3.0969, -0.2181], [4.0562, -3.5805, -0.8253], [4.1097, -4.8227, -1.3973], [2.9843, -5.6684, -1.3933], [1.8274, -5.2294, -0.8117], [1.7219, -3.9495, -0.2236], [0.4537, -3.5892, 0.3331], [0.1252, -2.4184, 0.7625], [-1.2035, -2.3478, 1.1888], [-1.6524, -1.1956, 1.4175], [-0.8749, -0.0664, 1.2386], [-3.0112, -0.9691, 1.9489], [-4.0049, -1.9247, 1.7619], [-5.2854, -1.6960, 2.2359], [-5.5812, -0.5178, 2.9121], [-4.5865, 0.4258, 3.1164], [-3.3051, 0.2019, 2.6358], [4.9196, -2.9258, -0.8098], [5.0322, -5.1602, -1.8566], [3.0336, -6.6518, -1.8439], [0.9534, -5.8741, -0.7995], [-0.3277, -4.3460, 0.3712], [-3.7542, -2.8369, 1.2360], [-6.0593, -2.4350, 2.0706], [-6.5826, -0.3399, 3.2847], [-4.8087, 1.3397, 3.6531], [-2.5217, 0.9292, 2.8255], [3.1296, 0.8478, -1.4071], [3.6704, 1.0102, -0.1319], [4.9572, 1.5536, -0.0956], [5.5571, 1.7948, 1.1161], [4.8542, 1.4896, 2.2713], [3.6004, 0.9362, 2.1428], [2.9965, 0.6888, 0.9647], [1.9672, 0.3250, -1.9280], [1.7742, 0.5145, -3.3048], [0.6633, 0.0019, -3.9210], [-0.2611, -0.6832, -3.1447], [-0.0067, -0.8171, -1.8004], [1.0881, -0.3343, -1.1723], [3.7357, 1.2059, -2.1217], [5.4726, 1.7678, -1.0250], [6.5576, 2.2052, 1.1611], [5.2718, 1.6589, 3.2531], [3.0397, 0.6716, 3.0203], [2.5157, 1.0630, -3.8743], [0.5150, 0.1302, -4.9863], [-1.1621, -1.1086, -3.5659], [-0.7112, -1.3426, -1.1727], [-1.7912, 4.3667, 0.0900], [-1.4461, 3.0206, -0.5168], [-0.4207, 3.2031, -1.6250], [-0.8109, 2.2219, 0.5067], [-1.3692, 0.9859, 0.4748], [-2.4006, 0.8438, -0.4113], [-2.6975, 2.1566, -0.9512], [-2.8715, 2.0151, -2.4511], [-4.0058, 2.6048, -0.3204], [-0.8686, 4.8679, 0.3840], [-2.4117, 4.2589, 0.9780], [-2.3133, 4.9923, -0.6380], [0.4554, 3.6997, -1.2044], [-0.8148, 3.8178, -2.4368], [-0.1022, 2.2392, -2.0304], [-2.0113, 1.5189, -2.8985], [-3.0067, 2.9917, -2.9206], [-3.7570, 1.4090, -2.6496], [-3.9114, 2.6898, 0.7632], [-4.7628, 1.8473, -0.5254], [-4.3385, 3.5600, -0.7287], [0.6895, -0.5535, 4.9123], [0.9239, -0.3356, 3.7352], [1.3922, -1.2888, 2.9979], [0.6503, 0.7448, 3.1707]],
  "mulliken_spin": [1.002, 0.027, -0.019, 0.013, -0.009, 0.011, -0.009, 0.023, -0.025, 0.002, -0.010, 0.010, -0.022, 0.005, 0.000, 0.000, 0.001, 0.000, 0.001, 0.002, -0.001, 0.001, -0.001, -0.001, 0.000, 0.000, 0.000, 0.000, 0.000, 0.007, 0.008, -0.005, 0.005, -0.002, 0.018, -0.020, 0.031, 0.000, 0.001, 0.005, 0.056, -0.067, -0.001, 0.000, 0.000, 0.000, -0.004, 0.000, 0.000, 0.000, -0.016, 0.000, 0.004, -0.005, -0.009, -0.003, -0.006, 0.001, 0.000, 0.000, 0.000, 0.000, 0.000, 0.000, 0.000, 0.001, 0.000, 0.000, 0.000, 0.000, 0.000, 0.000, -0.001, 0.001, -0.006, 0.007]
}


{
  "formula": "C30H31Cl4MgN3O5P",
  "method": "ωB97M-V with the def2-TZVPD basis set",
  "homo_ev": -3.67,
  "total_charge": -1,
  "molar_mass_g_mol": 710.68,
  "multiplicity": 1,
  "species": ["Mg", "N", "C", "C", "N", "C", "C", "N", "H", "H", "H", "H", "H", "H", "H", "H", "H", "H", "H", "H", "H", "Cl", "C", "C", "Cl", "C", "Cl", "C", "O", "C", "O", "C", "Cl", "O", "P", "C", "C", "C", "C", "C", "C", "C", "C", "C", "C", "C", "C", "C", "C", "C", "C", "C", "C", "H", "H", "H", "H", "H", "H", "H", "H", "H", "H", "H", "H", "H", "H", "H", "C", "C", "O", "O", "H", "H", "H"],
  "xyz": [[-16.4796, 1.2346, -15.0428], [-15.6060, -0.5314, -14.2049], [-16.4962, -1.6740, -14.1402], [-17.8740, -1.1053, -13.7544], [-18.3234, 0.0179, -14.5924], [-18.9680, -0.2530, -15.8966], [-18.0228, -0.5941, -17.0071], [-16.9542, 0.3988, -16.9952], [-14.7597, -0.6726, -14.7159], [-15.3239, -0.2286, -13.2581], [-16.2449, -2.4152, -13.3496], [-16.5161, -2.2051, -15.0838], [-17.7790, -0.6837, -12.7534], [-18.6312, -1.9107, -13.7662], [-18.8394, 0.7056, -14.0700], [-19.4344, 0.7048, -16.1463], [-19.7417, -1.0483, -15.7701], [-18.6016, -0.5976, -17.9457], [-17.5597, -1.5692, -16.8816], [-17.2417, 1.2441, -17.4602], [-16.0836, 0.0517, -17.3982], [-20.1420, 4.3823, -10.2493], [-19.5638, 3.8451, -11.8164], [-20.2535, 4.1033, -12.9649], [-21.7207, 4.9892, -12.8742], [-19.7465, 3.6794, -14.2277], [-20.6714, 4.0251, -15.6972], [-18.5258, 3.0132, -14.3273], [-17.9614, 2.6726, -15.4588], [-17.8514, 2.6743, -13.0945], [-16.7682, 1.9648, -13.1832], [-18.3761, 3.1005, -11.8754], [-17.4433, 2.6565, -10.4679], [-14.4223, -1.1281, -16.8680], [-13.2423, -1.1985, -17.7355], [-11.8125, -1.9631, -16.8650], [-11.8064, -1.9937, -15.4781], [-10.8185, -2.6522, -14.7561], [-9.7916, -3.2700, -15.4357], [-9.7756, -3.2288, -16.8256], [-10.7710, -2.5881, -17.5142], [-13.6401, -2.3149, -19.0961], [-13.9716, -3.6317, -18.7499], [-14.3838, -4.5199, -19.7221], [-14.5491, -4.0900, -21.0071], [-14.2714, -2.7759, -21.3568], [-13.8185, -1.8880, -20.4145], [-12.7417, 0.3753, -18.4482], [-11.5149, 0.5579, -19.0729], [-11.2338, 1.7226, -19.7704], [-12.2137, 2.6740, -19.9281], [-13.4373, 2.5009, -19.2828], [-13.6849, 1.3948, -18.5025], [-12.5975, -1.4758, -14.9578], [-10.8622, -2.7165, -13.6657], [-8.9994, -3.8094, -14.8888], [-8.9640, -3.7020, -17.3737], [-10.7727, -2.6114, -18.6016], [-13.9602, -3.9586, -17.7093], [-14.7110, -5.5153, -19.4572], [-14.8756, -4.8153, -21.7464], [-14.4605, -2.4932, -22.3620], [-13.6683, -0.8375, -20.7033], [-10.7657, -0.2404, -18.9512], [-10.2760, 1.9122, -20.2028], [-12.0242, 3.5715, -20.4802], [-14.1628, 3.2887, -19.3132], [-14.5346, 1.3366, -17.8964], [-13.4509, 2.6867, -13.4638], [-13.4807, 1.9372, -14.8232], [-12.4254, 1.5028, -15.3050], [-14.6169, 1.8275, -15.3961], [-13.4694, 3.7668, -13.6491], [-12.5508, 2.4163, -12.9219], [-14.3503, 2.4665, -12.8964]],
  "lowdin_charge": [0.552, 0.005, -0.222, -0.178, -0.093, -0.189, -0.228, 0.012, 0.042, 0.124, 0.116, 0.095, 0.122, 0.114, 0.100, 0.118, 0.123, 0.119, 0.103, 0.098, 0.050, 0.588, -0.721, -0.752, 0.615, -0.579, 0.597, -0.424, -0.159, -0.425, -0.172, -0.612, 0.637, -0.300, 0.788, -0.246, -0.056, -0.074, -0.094, -0.095, -0.113, -0.251, -0.070, -0.097, -0.097, -0.087, -0.065, -0.270, -0.069, -0.086, -0.079, -0.054, -0.059, 0.095, 0.110, 0.109, 0.103, 0.108, 0.119, 0.104, 0.104, 0.093, 0.117, 0.104, 0.094, 0.096, 0.105, 0.067, -0.002, -0.683, -0.022, -0.115, 0.078, 0.061, 0.051]
}